(1)
Formula: C25H68O9
Source: the Open Molecules 2025 dataset
Level of theory: ωB97M-V with the def2-TZVPD basis set

Summary:
structure (SMILES) = CC(C)O.CC(C)O.CC(C)O.CC(C)O.CC(C)O.CC(C)O.CC(C)O.CC(C)O.CO
frontier orbital gap = 0.343 Eh
relative energy (zero: lowest compared OMol25 entry of this formula, charge and spin) = 1119.2 kJ/mol
HOMO level = -9.2 eV
maximum force = 13.4 eV/Å
LUMO level = 0.1 eV

Element x y z (Å)
1 C -7.417 29.541 20.953
2 O -6.166 29.451 20.473
3 H -8.008 28.617 20.590
4 H -7.924 30.458 20.581
5 H -7.345 29.427 21.973
6 H -5.773 28.588 20.777
7 C -15.753 27.870 18.711
8 C -16.015 26.458 18.252
9 C -16.010 25.437 19.434
10 O -17.026 26.168 17.642
11 H -16.408 28.222 19.494
12 H -16.004 28.430 17.809
13 H -14.827 27.988 19.130
14 H -15.271 26.179 17.532
15 H -16.461 25.783 20.315
16 H -14.994 25.205 19.781
17 H -16.502 24.497 19.164
18 H -17.234 26.925 17.057
19 C -8.112 25.543 19.233
20 C -9.058 26.370 18.374
21 C -8.341 27.620 17.704
22 O -9.631 25.739 17.498
23 H -7.336 26.161 19.636
24 H -7.614 24.663 18.810
25 H -8.741 25.149 20.016
26 H -9.887 26.732 18.967
27 H -9.013 28.143 17.010
28 H -7.555 27.447 16.952
29 H -7.942 28.345 18.473
30 H -10.373 25.206 17.884
31 C -11.296 29.581 17.633
32 C -12.095 28.467 16.998
33 C -13.351 28.922 16.229
34 O -11.419 27.599 16.374
35 H -12.014 30.454 17.798
36 H -10.544 30.019 16.991
37 H -10.844 29.104 18.539
38 H -12.626 27.938 17.804
39 H -14.208 29.157 16.785
40 H -13.688 28.197 15.473
41 H -13.188 29.900 15.673
42 H -10.952 27.061 17.000
43 C -12.743 24.809 16.834
44 C -13.497 23.702 17.678
45 C -13.652 22.347 17.042
46 O -12.953 23.463 18.770
47 H -11.722 24.491 16.736
48 H -12.752 25.780 17.428
49 H -13.206 24.870 15.850
50 H -14.505 24.109 17.807
51 H -12.679 21.883 17.115
52 H -13.768 22.381 15.886
53 H -14.429 21.754 17.501
54 H -13.383 22.723 19.227
55 C -14.415 22.788 25.262
56 C -14.519 22.692 23.709
57 C -15.480 23.743 23.181
58 O -13.434 23.011 23.074
59 H -15.276 22.200 25.673
60 H -14.605 23.799 25.419
61 H -13.406 22.414 25.621
62 H -14.737 21.658 23.303
63 H -16.427 23.484 23.689
64 H -15.759 23.709 22.112
65 H -15.092 24.736 23.272
66 H -12.676 22.982 23.637
67 C -10.041 23.485 22.445
68 C -10.283 23.493 23.980
69 C -10.916 24.907 24.239
70 O -11.081 22.638 24.415
71 H -9.372 22.596 22.245
72 H -9.573 24.337 21.919
73 H -11.043 23.390 21.942
74 H -9.548 23.299 24.701
75 H -10.604 25.767 23.641
76 H -10.777 25.239 25.293
77 H -11.999 24.923 24.098
78 H -10.534 21.803 24.615
79 C -6.062 25.496 24.337
80 C -7.013 25.295 23.159
81 C -7.940 26.471 22.917
82 O -6.446 25.047 22.049
83 H -5.195 24.874 24.258
84 H -6.682 25.286 25.210
85 H -5.666 26.547 24.261
86 H -7.714 24.496 23.220
87 H -8.644 26.294 22.112
88 H -7.348 27.309 22.649
89 H -8.555 26.692 23.772
90 H -6.552 24.124 21.791
91 C -11.090 27.490 21.372
92 C -11.800 26.192 20.917
93 C -13.193 26.136 21.427
94 O -12.000 26.069 19.682
95 H -11.090 27.679 22.438
96 H -11.671 28.315 20.930
97 H -10.083 27.622 20.904
98 H -11.275 25.324 21.175
99 H -13.552 25.122 21.420
100 H -13.915 26.643 20.768
101 H -13.310 26.534 22.424
102 H -12.433 25.274 19.524

---

(2)
Formula: C25H72IN2O18P3S10
Source: the Open Molecules 2025 dataset
Level of theory: ωB97M-V with the def2-TZVPD basis set

Summary:
frontier orbital gap = 0.291 Eh
relative energy (zero: lowest compared OMol25 entry of this formula, charge and spin) = 189.9 kJ/mol
HOMO level = -8.2 eV
maximum force = 6.3 eV/Å
LUMO level = -0.3 eV

Element x y z (Å)
1 N -5.489 5.499 1.499
2 C -4.693 4.615 1.242
3 O -3.460 4.038 0.785
4 C -2.366 4.371 1.733
5 C -1.217 3.263 1.792
6 O -0.066 3.640 2.578
7 C 0.514 2.534 3.296
8 P 1.890 1.597 2.385
9 N 1.726 -0.002 2.560
10 O 3.429 1.981 3.078
11 O 2.002 1.986 0.721
12 O -2.932 4.816 2.949
13 C -2.961 3.875 4.042
14 P -4.270 2.486 3.948
15 O -5.864 3.126 3.927
16 O -3.977 1.379 2.674
17 P -1.499 5.961 0.987
18 O -0.010 5.498 0.211
19 I -2.837 6.930 -0.835
20 H -1.638 2.268 2.167
21 H -0.862 3.062 0.703
22 H -0.221 1.749 3.683
23 H 1.018 2.989 4.238
24 H 2.577 -0.338 3.062
25 H 4.085 2.138 2.357
26 H 2.951 1.787 0.479
27 H -1.924 3.469 4.378
28 H -3.304 4.494 4.965
29 H -6.295 2.866 3.080
30 H -4.564 1.524 1.894
31 H -0.216 4.802 -0.452
32 C 1.923 -3.990 3.116
33 S 3.308 -4.536 2.093
34 O 4.335 -3.448 2.109
35 C 2.427 -4.427 0.522
36 H 2.255 -3.944 4.154
37 H 1.591 -2.999 2.798
38 H 1.103 -4.706 3.031
39 H 2.065 -3.408 0.369
40 H 1.590 -5.127 0.524
41 H 3.114 -4.691 -0.280
42 C -3.042 -0.429 8.979
43 S -2.164 -0.440 7.400
44 O -1.991 0.982 6.973
45 C -3.527 -1.132 6.439
46 H -2.387 0.005 9.735
47 H -3.949 0.172 8.896
48 H -3.293 -1.453 9.263
49 H -4.404 -0.486 6.517
50 H -3.762 -2.132 6.808
51 H -3.217 -1.196 5.395
52 C -8.681 5.061 5.827
53 S -7.142 5.599 6.605
54 O -7.248 5.297 8.065
55 C -7.440 7.368 6.395
56 H -8.732 3.973 5.878
57 H -9.534 5.490 6.356
58 H -8.689 5.376 4.782
59 H -8.372 7.650 6.887
60 H -7.490 7.604 5.330
61 H -6.611 7.914 6.847
62 C 0.956 10.432 3.968
63 S 1.297 9.344 2.566
64 O 0.108 9.392 1.660
65 C 1.202 7.803 3.504
66 H 0.928 11.461 3.608
67 H -0.009 10.177 4.411
68 H 1.749 10.329 4.710
69 H 0.222 7.715 3.977
70 H 1.988 7.790 4.262
71 H 1.349 6.969 2.816
72 C 1.902 -7.016 -4.100
73 S 2.790 -7.127 -2.533
74 O 2.267 -6.042 -1.643
75 C 4.379 -6.574 -3.188
76 H 0.858 -7.284 -3.926
77 H 1.954 -5.997 -4.486
78 H 2.338 -7.712 -4.817
79 H 4.275 -5.584 -3.632
80 H 4.732 -7.287 -3.936
81 H 5.096 -6.528 -2.366
82 C 4.287 -1.260 -4.311
83 S 4.498 -2.078 -2.715
84 O 4.396 -3.551 -2.951
85 C 2.924 -1.531 -2.020
86 H 5.147 -1.496 -4.939
87 H 3.376 -1.617 -4.796
88 H 4.234 -0.180 -4.162
89 H 2.100 -1.871 -2.650
90 H 2.917 -0.441 -1.948
91 H 2.819 -1.959 -1.023
92 C 2.448 -3.438 -7.479
93 S 2.038 -5.145 -7.057
94 O 3.293 -5.952 -7.178
95 C 1.045 -5.464 -8.531
96 H 3.105 -3.039 -6.705
97 H 2.961 -3.405 -8.442
98 H 1.533 -2.844 -7.519
99 H 1.647 -5.303 -9.427
100 H 0.178 -4.800 -8.535
101 H 0.707 -6.501 -8.502
102 C -1.790 -5.452 -3.809
103 S -1.416 -5.148 -5.550
104 O -0.822 -3.778 -5.649
105 C -3.136 -5.032 -6.089
106 H -0.850 -5.522 -3.260
107 H -2.385 -4.629 -3.407
108 H -2.336 -6.392 -3.713
109 H -3.645 -4.236 -5.542
110 H -3.637 -5.986 -5.915
111 H -3.150 -4.805 -7.156
112 C 3.729 7.679 -0.922
113 S 4.627 7.573 0.641
114 O 4.106 8.654 1.531
115 C 6.212 8.132 -0.020
116 H 2.687 7.407 -0.742
117 H 3.775 8.699 -1.309
118 H 4.165 6.984 -1.641
119 H 6.102 9.123 -0.464
120 H 6.566 7.422 -0.769
121 H 6.931 8.181 0.799
122 C -0.367 -10.897 -5.796
123 S 0.779 -9.504 -5.893
124 O 0.046 -8.362 -6.520
125 C 1.841 -10.229 -7.161
126 H -1.151 -10.650 -5.079
127 H -0.814 -11.080 -6.774
128 H 0.168 -11.785 -5.455
129 H 1.253 -10.454 -8.054
130 H 2.300 -11.140 -6.774
131 H 2.621 -9.509 -7.412

---

(3)
Formula: C25H72N6O11
Source: the Open Molecules 2025 dataset
Level of theory: ωB97M-V with the def2-TZVPD basis set

Summary:
structure (SMILES) = NC(N)=O.NC(N)=O.NC(N)=O.CC(C)O.CC(C)O.CC(C)O.CC(C)O.CC(C)O.CC(C)O.CC(C)O.CO
frontier orbital gap = 0.305 Eh
relative energy (zero: lowest compared OMol25 entry of this formula, charge and spin) = 846.6 kJ/mol
HOMO level = -8.3 eV
maximum force = 12.1 eV/Å
LUMO level = 0.0 eV

Element x y z (Å)
1 C -0.287 -0.064 -0.005
2 O -0.141 0.969 -0.923
3 H -1.146 -0.711 -0.336
4 H -0.324 0.233 1.027
5 H 0.575 -0.762 -0.201
6 H -0.992 1.293 -1.236
7 C 2.979 0.549 0.582
8 O 2.088 0.854 1.612
9 N 2.654 0.823 -0.634
10 N 4.133 0.150 0.739
11 H 1.648 0.952 -0.783
12 H 3.326 0.580 -1.380
13 H 4.368 -0.204 1.689
14 H 4.579 -0.282 -0.112
15 C -2.635 2.524 -1.607
16 O -3.004 3.249 -0.484
17 N -1.861 2.997 -2.565
18 N -2.898 1.253 -1.705
19 H -1.622 4.008 -2.587
20 H -1.163 2.474 -3.189
21 H -3.186 0.757 -0.820
22 H -2.772 0.752 -2.573
23 C -3.023 2.217 3.263
24 O -4.288 2.775 3.295
25 N -2.132 2.386 2.294
26 N -2.588 1.431 4.207
27 H -2.395 3.057 1.610
28 H -1.113 2.129 2.223
29 H -3.177 1.197 4.992
30 H -1.693 0.942 4.041
31 C -0.706 5.078 0.776
32 C 0.256 3.897 0.442
33 C 1.683 4.271 -0.016
34 O 0.426 2.975 1.227
35 H -0.272 5.766 1.502
36 H -1.623 4.829 1.233
37 H -0.957 5.519 -0.152
38 H -0.157 3.398 -0.415
39 H 2.202 3.380 -0.256
40 H 2.354 4.767 0.723
41 H 1.666 4.858 -0.951
42 H 0.869 2.255 0.775
43 C -0.858 -1.070 -3.448
44 C -1.947 -2.069 -3.639
45 C -3.061 -1.898 -2.554
46 O -2.378 -2.216 -4.811
47 H -1.324 -0.079 -3.565
48 H -0.096 -1.151 -4.253
49 H -0.301 -1.252 -2.504
50 H -1.492 -3.044 -3.446
51 H -2.620 -1.963 -1.580
52 H -3.751 -2.688 -2.621
53 H -3.609 -1.002 -2.639
54 H -3.006 -2.945 -4.868
55 C 1.852 3.175 -3.316
56 C 1.393 2.232 -4.382
57 C 1.838 0.833 -4.093
58 O 0.157 2.141 -4.482
59 H 1.452 4.202 -3.378
60 H 2.961 3.112 -3.356
61 H 1.578 2.805 -2.372
62 H 1.720 2.563 -5.367
63 H 1.302 0.369 -3.250
64 H 2.890 0.788 -3.873
65 H 1.715 0.099 -4.873
66 H -0.042 1.638 -5.276
67 C -0.039 -0.917 5.413
68 C 0.705 0.343 4.834
69 C 2.240 0.266 4.864
70 O 0.247 0.609 3.729
71 H -0.014 -1.769 4.726
72 H -1.101 -0.719 5.604
73 H 0.405 -1.267 6.326
74 H 0.534 1.154 5.565
75 H 2.650 -0.339 4.129
76 H 2.542 0.044 5.822
77 H 2.687 1.212 4.636
78 H 0.968 0.505 3.101
79 C 1.247 -4.939 2.169
80 C 0.555 -3.605 1.989
81 C 1.475 -2.462 2.200
82 O -0.090 -3.463 0.928
83 H 1.791 -4.973 3.098
84 H 1.953 -5.215 1.372
85 H 0.648 -5.890 2.220
86 H -0.095 -3.604 2.883
87 H 2.131 -2.071 1.417
88 H 2.129 -2.659 3.072
89 H 0.756 -1.606 2.465
90 H -0.713 -4.213 0.863
91 C 2.249 -2.853 -1.266
92 C 3.106 -3.244 -2.484
93 C 2.881 -2.307 -3.693
94 O 4.304 -3.164 -2.221
95 H 2.421 -1.835 -0.910
96 H 2.530 -3.353 -0.385
97 H 1.187 -3.094 -1.494
98 H 2.968 -4.273 -2.787
99 H 3.573 -2.462 -4.549
100 H 3.066 -1.289 -3.329
101 H 1.814 -2.229 -4.080
102 H 4.545 -3.833 -1.609
103 C -4.702 -1.455 0.874
104 C -3.676 -0.622 1.606
105 C -2.500 -1.423 2.118
106 O -3.192 0.237 0.838
107 H -5.139 -2.149 1.593
108 H -4.203 -2.010 0.108
109 H -5.483 -0.958 0.309
110 H -4.018 -0.127 2.487
111 H -2.781 -2.275 2.716
112 H -1.810 -0.960 2.810
113 H -1.999 -1.846 1.211
114 H -2.820 0.961 1.385

---

(4)
Formula: C25H72N8O11
Source: the Open Molecules 2025 dataset
Level of theory: ωB97M-V with the def2-TZVPD basis set

Summary:
structure (SMILES) = NC(N)=O.NC(N)=O.NC(N)=O.NC(N)=O.CC(C)O.CC(C)O.CC(C)O.CC(C)O.CC(C)O.CC(C)O.CC(C)O
frontier orbital gap = 0.302 Eh
relative energy (zero: lowest compared OMol25 entry of this formula, charge and spin) = 1311.0 kJ/mol
HOMO level = -8.7 eV
maximum force = 12.9 eV/Å
LUMO level = -0.5 eV

Element x y z (Å)
1 C 22.804 -4.252 14.327
2 O 23.819 -4.982 14.901
3 N 22.552 -4.199 13.055
4 N 22.023 -3.461 14.983
5 H 23.143 -4.737 12.377
6 H 21.754 -3.711 12.605
7 H 21.999 -3.639 15.972
8 H 21.206 -3.005 14.546
9 C 19.277 -13.035 15.867
10 O 20.600 -12.891 15.863
11 N 18.494 -12.746 14.887
12 N 18.606 -13.633 16.822
13 H 18.756 -12.116 14.067
14 H 17.515 -12.958 14.925
15 H 19.093 -14.213 17.518
16 H 17.605 -13.505 16.920
17 C 19.710 -6.979 12.771
18 O 19.341 -8.281 12.789
19 N 18.929 -5.946 12.506
20 N 20.937 -6.627 12.796
21 H 17.907 -6.002 12.472
22 H 19.345 -4.991 12.378
23 H 21.547 -7.261 13.264
24 H 21.187 -5.615 12.942
25 C 20.933 -7.140 9.465
26 O 21.366 -7.352 8.151
27 N 19.880 -6.453 9.783
28 N 21.704 -7.564 10.414
29 H 19.296 -5.975 9.042
30 H 19.683 -6.299 10.796
31 H 22.400 -8.323 10.338
32 H 21.385 -7.217 11.365
33 C 18.595 -9.184 20.166
34 C 19.653 -9.485 19.150
35 C 19.420 -10.843 18.567
36 O 19.732 -8.689 18.231
37 H 18.618 -10.011 20.870
38 H 17.662 -9.103 19.673
39 H 18.826 -8.326 20.770
40 H 20.573 -9.469 19.637
41 H 20.217 -11.174 17.949
42 H 18.500 -10.860 17.995
43 H 19.282 -11.573 19.384
44 H 20.270 -8.985 17.513
45 C 21.625 -9.462 15.142
46 C 22.904 -8.760 14.816
47 C 23.656 -9.443 13.663
48 O 22.792 -7.549 14.570
49 H 21.018 -9.678 14.220
50 H 20.985 -8.802 15.728
51 H 21.863 -10.343 15.753
52 H 23.492 -8.907 15.755
53 H 24.640 -8.954 13.561
54 H 23.187 -9.163 12.692
55 H 23.764 -10.534 13.827
56 H 23.501 -7.027 14.991
57 C 21.372 -5.941 16.823
58 C 20.535 -4.965 17.648
59 C 20.864 -5.101 19.134
60 O 20.862 -3.766 17.520
61 H 22.412 -5.715 16.961
62 H 21.114 -5.894 15.826
63 H 21.308 -6.915 17.206
64 H 19.500 -5.087 17.350
65 H 21.864 -4.735 19.485
66 H 20.703 -6.108 19.498
67 H 20.207 -4.548 19.763
68 H 20.475 -3.280 18.247
69 C 20.533 -10.333 11.126
70 C 19.862 -11.398 11.894
71 C 20.934 -12.334 12.527
72 O 19.078 -11.024 12.797
73 H 21.041 -9.691 11.870
74 H 19.924 -9.708 10.534
75 H 21.247 -10.874 10.446
76 H 19.233 -11.936 11.203
77 H 21.565 -11.796 13.170
78 H 21.572 -12.911 11.833
79 H 20.402 -13.091 13.135
80 H 18.918 -10.083 12.705
81 C 17.974 -7.051 15.777
82 C 17.258 -8.377 16.014
83 C 17.940 -9.518 15.267
84 O 17.132 -8.735 17.225
85 H 17.505 -6.238 16.279
86 H 18.098 -6.745 14.770
87 H 18.967 -7.027 16.229
88 H 16.261 -8.373 15.634
89 H 18.988 -9.462 15.457
90 H 17.709 -9.499 14.242
91 H 17.570 -10.460 15.664
92 H 17.966 -8.727 17.740
93 C 24.100 -11.426 10.120
94 C 24.361 -9.944 9.997
95 C 25.476 -9.678 8.993
96 O 23.377 -9.296 9.566
97 H 23.251 -11.650 10.723
98 H 25.047 -11.939 10.311
99 H 23.784 -11.723 9.112
100 H 24.687 -9.547 10.958
101 H 25.286 -9.930 7.943
102 H 26.316 -10.329 9.197
103 H 25.818 -8.683 8.949
104 H 23.378 -9.376 8.617
105 C 24.783 -6.606 11.767
106 C 24.327 -5.581 10.751
107 C 24.747 -5.940 9.360
108 O 23.133 -5.260 10.729
109 H 25.844 -6.558 11.955
110 H 24.492 -7.601 11.544
111 H 24.339 -6.475 12.765
112 H 24.835 -4.617 11.021
113 H 24.575 -5.021 8.710
114 H 24.223 -6.789 8.849
115 H 25.781 -6.206 9.361
116 H 22.567 -5.995 10.460